ORCA calculation (ωB97M-V with the def2-TZVPD basis set) on a structure of composition B2H26NiO9 at a distorted geometry.

Geometry as XYZ:
```
38
B2H26NiO9 (ωB97M-V with the def2-TZVPD basis set)
Ni 0.6427 0.7423 -1.0167
B -0.1104 -0.2410 -0.0623
H 0.3221 0.6347 0.3963
H -0.9448 0.0083 -0.6994
H 0.6955 -0.7172 -0.5990
H -0.5106 -0.8022 0.7678
B 1.9878 1.0765 0.0041
H 1.5069 0.1231 0.1595
H 2.6008 1.3487 0.8493
H 2.5503 1.0696 -0.9166
H 1.1660 1.7728 -0.0597
O -1.1345 -0.6665 2.2838
H -0.2089 -0.8034 2.0821
H -1.2746 -1.1425 3.1024
O 1.6312 -0.3424 -1.6668
H 2.5722 -0.5145 -1.6319
H 1.2344 -1.2037 -1.7973
O 0.9528 -1.2076 1.8195
H 1.4383 -2.0206 1.6795
H 0.7338 -0.9043 0.9384
O 1.3057 0.8785 2.2804
H 1.4526 -0.0573 2.4179
H 1.2572 0.9766 1.3295
O -1.7492 0.6710 0.8241
H -1.0927 0.2966 0.2366
H -1.7224 0.1125 1.6010
O -0.4087 0.5084 -2.1305
H -0.6050 0.9963 -2.9303
H -1.2167 0.0345 -1.9340
O -0.2806 2.0104 -0.8105
H -1.2156 1.9399 -0.6178
H -0.0653 2.9242 -0.6237
O -1.2562 -2.1635 -0.0788
H -1.1054 -1.3001 0.3059
H -0.7565 -2.1531 -0.8952
O -2.5226 -0.4338 -1.7338
H -3.4601 -0.4773 -1.9221
H -2.4096 -0.9739 -0.9517
```

Summary:
Energy above the lowest of the compared OMol25 structures with the same formula, charge and spin (kcal/mol): 636.4
HOMO (hartree): -0.2443
Kohn-Sham gap (eV): 6.5

Mulliken population analysis, charges in e, atoms 1 to 8:
1 Ni -0.8692
2 B -2.9871
3 H 1.1648
4 H -1.2212
5 H -0.2996
6 H -1.8305
7 B 0.0256
8 H 0.7418